{"formula": "C4H11NO2", "method": "ωB97M-V/def2-TZVPD", "elements": ["C", "N", "C", "C", "C", "O", "H", "H", "H", "H", "H", "H", "H", "H", "H", "H", "H", "O"], "xyz": [[-0.542, 1.575, -0.284], [-0.642, 0.770, -1.391], [-0.742, -1.585, -0.636], [0.002, -0.554, -1.493], [1.445, -0.487, -0.967], [-0.373, 1.188, 0.858], [-0.675, 2.658, -0.434], [-0.449, 1.340, -2.203], [-0.784, -1.362, 0.427], [-0.449, -2.606, -0.870], [-1.805, -1.522, -0.920], [-0.153, -0.865, -2.525], [1.919, 0.486, -1.090], [1.488, -0.437, 0.135], [2.003, -1.390, -1.210], [0.471, 0.203, 2.757], [0.017, -1.264, 3.062], [0.617, -0.558, 3.331]], "smiles": "CC(C)NC=O.O", "energy_ev": -9911.37683, "homo_ev": -10.13, "homo_lumo_gap_ev": 10.8, "e_above_lowest_ev": 0.865}



{"formula": "C4H11NO2", "method": "ωB97M-V/def2-TZVPD", "elements": ["C", "O", "C", "C", "C", "O", "N", "H", "H", "H", "H", "H", "H", "H", "H", "H", "H", "H"], "xyz": [[-1.076, -1.106, 0.981], [-2.377, -1.679, 0.663], [-0.471, -0.087, -0.002], [1.041, -0.246, 0.202], [1.891, 0.800, -0.550], [1.683, 0.653, -1.945], [-1.071, 1.218, 0.291], [-1.198, -0.618, 1.944], [-0.470, -2.007, 0.931], [-2.453, -1.798, -0.281], [-0.788, -0.244, -1.049], [1.210, -1.183, -0.351], [1.269, -0.334, 1.266], [2.945, 0.595, -0.367], [1.595, 1.733, -0.054], [0.781, 0.930, -2.125], [-2.050, 1.408, 0.420], [-0.458, 1.966, 0.026]], "smiles": "N[C@H](CO)CCO", "energy_ev": -9910.14625, "homo_ev": -8.99, "homo_lumo_gap_ev": 9.8, "e_above_lowest_ev": 2.096}



{"formula": "C4H11NO2", "method": "ωB97M-V/def2-TZVPD", "elements": ["C", "C", "C", "O", "N", "C", "O", "H", "H", "H", "H", "H", "H", "H", "H", "H", "H", "H"], "xyz": [[-0.252, 0.534, -0.716], [-0.905, -0.839, -1.179], [-0.087, -2.054, -0.582], [-2.174, -0.802, -0.507], [0.183, 0.459, 0.642], [0.647, 1.700, 1.253], [2.068, 1.861, 1.134], [-0.951, 1.371, -0.750], [0.448, 0.794, -1.532], [-1.204, -0.985, -2.225], [0.994, -1.738, -0.483], [-0.176, -2.912, -1.206], [-0.611, -2.225, 0.380], [-1.949, -0.465, 0.389], [0.809, -0.249, 0.975], [0.265, 2.536, 0.663], [0.385, 1.935, 2.264], [2.510, 1.080, 1.481]], "smiles": "C[C@@H](O)CNCO", "energy_ev": -9910.09388, "homo_ev": -9.20, "homo_lumo_gap_ev": 10.0, "e_above_lowest_ev": 2.148}



{"formula": "C4H11NO2", "method": "ωB97M-V/def2-TZVPD", "elements": ["C", "C", "C", "C", "N", "O", "O", "H", "H", "H", "H", "H", "H", "H", "H", "H", "H", "H"], "xyz": [[-0.455, -0.131, -0.188], [2.033, -0.522, -0.797], [-0.456, -0.511, 1.272], [-2.030, 1.521, -0.308], [0.346, 0.779, -0.721], [-0.869, -1.107, -1.037], [2.526, -1.164, 0.329], [-0.973, -1.940, -0.561], [3.039, -0.543, 0.857], [0.643, 1.433, -0.006], [1.671, -1.246, -1.516], [2.681, 0.242, -1.219], [-1.453, -0.844, 1.567], [-0.166, 0.334, 1.892], [0.232, -1.343, 1.436], [-1.683, 2.479, -0.672], [-2.643, 0.983, -1.020], [-2.441, 1.581, 0.694]], "energy_ev": -9906.29365, "homo_ev": [-6.39, -7.00], "homo_lumo_gap_ev": [7.0, 7.6], "e_above_lowest_ev": 5.948}



{"formula": "C4H11NO2", "method": "ωB97M-V/def2-TZVPD", "elements": ["C", "N", "C", "C", "C", "O", "H", "H", "H", "H", "H", "H", "H", "H", "H", "H", "H", "O"], "xyz": [[1.161, -2.447, -1.599], [1.167, -0.845, -1.580], [-0.288, -0.699, 0.715], [0.898, -0.230, -0.286], [0.613, 1.243, -0.481], [-0.167, 1.787, 0.237], [0.417, -2.952, -0.925], [2.162, -2.674, -1.252], [0.862, -2.833, -2.642], [0.342, -0.552, -2.112], [-0.185, 0.068, 1.563], [-0.044, -1.690, 1.149], [-1.151, -0.527, 0.067], [1.775, -0.337, 0.376], [1.147, 1.774, -1.308], [-3.044, 4.413, 2.444], [-2.605, 2.885, 2.613], [-3.061, 3.616, 3.022]], "smiles": "CN[C@H](C)C=O.O", "energy_ev": -9909.60918, "homo_ev": -9.55, "homo_lumo_gap_ev": 10.3, "e_above_lowest_ev": 2.633}



{"formula": "C4H11NO2", "method": "ωB97M-V/def2-TZVPD", "elements": ["C", "O", "C", "C", "C", "O", "N", "H", "H", "H", "H", "H", "H", "H", "H", "H", "H", "H"], "xyz": [[-0.770, 1.019, 0.054], [-1.858, 1.557, 0.820], [0.115, -0.072, 0.652], [0.588, -1.078, -0.341], [-0.482, -1.811, -1.128], [0.986, -0.057, -1.465], [1.381, 0.346, 1.459], [-1.138, 0.556, -0.815], [-0.118, 1.827, -0.072], [-1.841, 1.318, 1.729], [-0.490, -0.369, 1.562], [1.406, -1.787, 0.087], [-0.118, -1.996, -2.168], [-0.662, -2.958, -1.155], [-1.565, -1.257, -1.298], [1.891, 0.017, -1.618], [1.208, 1.000, 2.259], [2.032, 0.871, 1.026]], "smiles": "C[C@@H](O)[C@@H](N)CO", "energy_ev": -9908.33955, "homo_ev": -9.58, "homo_lumo_gap_ev": 10.4, "e_above_lowest_ev": 3.902}



{"formula": "C4H11NO2", "method": "ωB97M-V/def2-TZVPD", "elements": ["O", "C", "C", "C", "C", "N", "H", "H", "H", "H", "H", "H", "H", "H", "H", "H", "H", "O"], "xyz": [[-0.311, 2.963, -0.152], [0.013, 1.835, -0.352], [-0.925, 0.706, -0.819], [-0.205, -0.603, -1.109], [-0.483, -1.630, 0.026], [0.581, -2.624, 0.061], [1.066, 1.482, -0.404], [-1.750, 0.591, -0.119], [-1.301, 1.188, -1.730], [0.869, -0.438, -1.197], [-0.562, -1.046, -2.037], [-0.511, -1.013, 0.927], [-1.484, -2.048, -0.100], [0.315, -3.421, 0.647], [0.599, -3.085, -0.856], [1.701, 2.015, 3.001], [1.130, 3.024, 2.049], [1.256, 2.105, 2.163]], "smiles": "NCCCC=O.O", "energy_ev": -9910.73993, "homo_ev": -9.51, "homo_lumo_gap_ev": 10.4, "e_above_lowest_ev": 1.502}



{"formula": "C4H11NO2", "method": "ωB97M-V/def2-TZVPD", "elements": ["C", "N", "C", "C", "C", "O", "H", "H", "H", "H", "H", "H", "H", "H", "H", "H", "H", "O"], "xyz": [[1.994, -1.716, -0.510], [0.932, -0.805, -0.937], [0.154, -0.378, 0.235], [-0.744, 0.838, 0.011], [-0.376, 1.708, 1.233], [-0.926, 2.210, 2.152], [1.610, -2.718, -0.326], [2.668, -1.790, -1.364], [2.528, -1.330, 0.360], [1.188, 0.133, 0.345], [-0.211, -0.994, 1.060], [1.744, 0.907, 1.334], [-1.822, 0.735, -0.080], [-0.390, 1.366, -0.879], [0.676, 2.065, 0.984], [0.089, -1.216, -1.530], [-1.852, -2.000, -2.247], [-1.444, -1.266, -1.782]], "energy_ev": -9902.79475, "homo_ev": -8.13, "homo_lumo_gap_ev": 5.2, "e_above_lowest_ev": 9.447}



{"formula": "C4H11NO2", "method": "ωB97M-V/def2-TZVPD", "elements": ["C", "C", "C", "C", "N", "O", "H", "H", "H", "H", "H", "H", "H", "H", "H", "H", "H", "O"], "xyz": [[1.829, 1.135, 0.512], [0.295, 1.197, 0.814], [-0.172, -0.363, 1.281], [-1.501, -0.740, 0.555], [-1.302, -1.491, -0.505], [-2.601, -0.265, 0.944], [2.239, 1.378, 1.501], [2.047, 1.826, -0.269], [1.922, 0.105, 0.149], [-0.020, 1.974, 1.582], [-0.495, 1.339, 0.098], [0.535, -1.192, 1.304], [-0.433, -0.192, 2.281], [-0.405, -1.622, -0.953], [-2.122, -1.991, -0.909], [0.081, -0.031, -2.147], [-0.272, -0.404, -3.453], [0.373, -0.665, -2.785]], "smiles": "CCCC(N)=O.O", "energy_ev": -9910.62790, "homo_ev": -9.51, "homo_lumo_gap_ev": 10.1, "e_above_lowest_ev": 1.614}



{"formula": "C4H11NO2", "method": "ωB97M-V/def2-TZVPD", "elements": ["N", "C", "C", "C", "C", "O", "H", "H", "H", "H", "H", "H", "H", "H", "H", "H", "H", "O"], "xyz": [[-0.859, -0.103, -1.128], [0.507, 0.091, -1.161], [1.181, 0.071, 0.190], [0.733, 1.284, 1.053], [0.959, -1.239, 0.938], [1.125, 0.242, -2.221], [-1.429, -0.177, -0.301], [-1.316, -0.090, -2.000], [2.258, 0.126, -0.020], [0.896, 2.216, 0.534], [-0.331, 1.205, 1.292], [1.272, 1.247, 2.058], [1.471, -1.251, 1.914], [1.253, -2.056, 0.365], [-0.098, -1.332, 1.178], [-3.234, -0.896, 1.541], [-2.983, 0.564, 1.829], [-2.629, -0.253, 1.394]], "smiles": "CC(C)C(N)=O.O", "energy_ev": -9912.02106, "homo_ev": -9.35, "homo_lumo_gap_ev": 9.6, "e_above_lowest_ev": 0.221}



{"formula": "C4H11NO2", "method": "ωB97M-V/def2-TZVPD", "elements": ["C", "C", "C", "O", "N", "C", "O", "H", "H", "H", "H", "H", "H", "H", "H", "H", "H", "H"], "xyz": [[0.013, 0.209, -0.175], [-0.873, 0.329, 1.073], [-1.452, 1.793, 1.091], [-0.369, 0.025, 2.314], [0.111, -1.175, -0.756], [1.163, -1.321, -1.763], [2.521, -1.048, -1.317], [-0.374, 0.844, -0.985], [1.086, 0.636, 0.033], [-1.604, -0.351, 0.523], [-2.073, 1.986, 0.147], [-2.129, 2.026, 1.800], [-0.651, 2.524, 1.084], [-0.930, 0.539, 2.826], [0.257, -1.814, -0.035], [1.019, -0.832, -2.695], [1.269, -2.472, -1.998], [3.015, -1.898, -1.169]], "smiles": "C[C@H](O)CNCO", "energy_ev": -9909.40503, "homo_ev": -9.28, "homo_lumo_gap_ev": 10.2, "e_above_lowest_ev": 2.837}



{"formula": "C4H11NO2", "method": "ωB97M-V/def2-TZVPD", "elements": ["C", "C", "C", "N", "C", "H", "H", "H", "H", "H", "H", "H", "H", "H", "O", "H", "H", "O"], "xyz": [[0.043, -1.515, -0.618], [0.265, -0.088, -1.211], [-0.276, 1.033, -0.491], [0.837, 1.702, 0.465], [-0.367, 0.940, 1.019], [-0.015, -2.281, -1.426], [-0.917, -1.492, -0.112], [0.781, -1.632, 0.206], [-0.071, -0.193, -2.243], [-1.043, 1.638, -0.892], [-1.220, 1.568, 1.479], [-0.132, -0.044, 1.457], [-3.398, -0.215, -0.181], [1.379, -0.044, -1.297], [-2.502, -0.031, 0.097], [1.679, 1.026, 0.739], [2.799, -0.037, 1.826], [2.158, -0.335, 1.182]], "energy_ev": -9901.33254, "homo_ev": -8.81, "homo_lumo_gap_ev": 4.0, "e_above_lowest_ev": 10.909}



{"formula": "C4H11NO2", "method": "ωB97M-V/def2-TZVPD", "elements": ["C", "O", "C", "C", "C", "O", "N", "H", "H", "H", "H", "H", "H", "H", "H", "H", "H", "H"], "xyz": [[-0.775, 1.068, 0.577], [-0.495, 2.234, -0.128], [-0.663, -0.099, -0.452], [0.679, -0.837, -0.354], [1.866, 0.092, -0.475], [0.668, -1.495, 0.917], [-1.730, -1.048, -0.228], [-0.262, 0.886, 1.525], [-1.818, 1.130, 0.951], [-0.132, 2.893, 0.466], [-0.924, 0.317, -1.426], [0.748, -1.636, -1.097], [2.777, -0.398, -0.139], [1.826, 0.613, -1.430], [1.810, 0.887, 0.282], [0.929, -2.407, 0.801], [-2.670, -0.730, -0.497], [-1.831, -1.471, 0.706]], "energy_ev": -9901.87054, "spin_multiplicity": 2, "homo_ev": [-15.05, -15.00], "charge": 1, "homo_lumo_gap_ev": [11.7, 6.3], "e_above_lowest_ev": 1.125, "s2": 0.75}